Entry 1:
130
Properties=species:S:1:pos:R:3:lowdin_charge:R:1 method="wB97M-V/def2-TZVPD" e_homo_ev=-4.990 total_charge=-1 homo_lumo_gap_ha=0.2442
C 5.15 7.43 -6.64 -0.11
O 4.69 1.35 -1.05 -0.18
C 3.21 7.64 -5.30 -0.20
O 6.32 -0.04 -3.31 -0.20
H -1.38 -6.92 2.99 0.11
C -4.06 -3.52 0.25 -0.09
O 0.37 -0.28 3.43 -0.31
O -5.24 3.43 -0.51 -0.14
C -2.11 -4.06 -1.63 -0.10
H 6.28 -0.85 -5.19 0.09
H 5.76 0.84 -5.10 0.08
H -4.50 -2.71 0.97 0.07
C -4.12 -7.21 1.86 -0.27
C 4.40 4.49 -1.49 -0.09
H -0.38 -0.99 0.90 0.14
H 6.59 1.86 -0.58 0.12
H -5.85 -8.30 1.21 0.06
C 3.76 -0.87 -0.50 -0.19
F -2.63 -3.36 5.01 0.01
F -1.31 -0.24 6.01 -0.01
H 4.15 -3.24 0.55 0.07
H -4.59 -6.21 2.28 0.11
F -1.34 -3.63 7.13 0.03
H -3.85 4.98 -0.34 0.12
C 6.48 0.11 -4.72 -0.11
H 3.52 4.78 -0.91 0.09
H 5.29 -2.07 1.31 0.09
H -2.44 0.58 0.43 0.10
H 1.94 -5.32 1.81 0.16
H 3.02 6.80 -3.29 0.12
H 0.51 -4.06 5.42 0.10
H 4.61 3.42 -1.34 0.06
H -7.25 3.59 -0.50 0.12
C 0.51 -3.86 3.04 -0.26
O 2.66 -2.90 4.54 -0.19
O 2.52 -2.44 2.19 -0.14
H 3.47 2.99 -3.56 0.12
H 7.68 1.32 -2.61 0.12
O 0.77 -7.44 4.40 0.01
H -6.39 7.97 -1.95 0.08
O -2.04 -0.77 3.30 -0.35
C 1.96 -3.04 3.27 -0.37
H -5.28 5.49 3.99 0.09
N -0.52 -2.84 2.76 -0.25
B 1.26 -6.04 4.62 -0.42
C -0.86 -2.01 0.58 -0.11
H 2.72 -6.17 5.98 0.12
C 0.86 -4.82 1.75 -0.10
H -5.43 3.75 3.67 0.09
C 6.60 1.18 -2.61 -0.19
H -2.82 3.88 1.80 0.13
C -3.03 -2.89 -0.90 -0.33
H -1.68 -1.11 -1.35 0.15
C -1.58 -6.14 2.11 -0.21
H -2.04 -5.20 2.62 0.10
H -4.29 2.85 1.83 0.13
H 2.85 -1.45 -0.67 0.12
H -3.75 -2.48 -1.75 0.13
H 3.35 8.69 -5.06 0.12
O -4.57 4.89 2.17 -0.21
C -2.65 -6.93 1.10 -0.19
H 2.27 4.02 -2.72 0.13
H -4.03 -8.05 2.69 0.12
F 0.56 -1.67 6.27 0.01
C -4.00 3.96 -0.01 -0.17
C -4.78 4.62 3.54 -0.11
H 6.14 6.96 -6.66 0.09
C 2.69 4.61 -4.76 -0.17
H 2.83 0.75 -1.54 0.12
C -6.40 4.24 -0.27 -0.17
H -7.50 5.83 -1.23 0.12
F -2.96 -1.92 6.87 0.01
H -4.83 8.32 -1.17 0.09
O 4.20 4.77 -2.86 -0.21
H 6.35 0.13 -0.70 0.12
H -3.67 -0.72 1.26 0.07
H 3.76 -0.48 0.53 0.13
H -1.97 -3.69 -2.76 0.09
H -4.98 -4.03 -0.30 0.09
H -0.45 -5.79 0.16 0.10
H -3.43 -4.26 0.90 0.06
O 4.51 7.05 -5.43 -0.21
H 5.89 -3.29 0.17 0.08
H -4.89 7.14 -2.50 0.09
H 0.38 -7.00 1.34 0.13
H 1.59 7.61 -3.91 0.12
C 2.42 6.95 -4.19 -0.17
H -2.67 -5.09 -1.71 0.07
C -3.09 -0.40 0.29 -0.11
H 6.11 2.02 -3.11 0.12
H -2.12 -7.98 0.89 0.13
C -6.47 5.46 -1.19 -0.20
C -2.17 -1.59 -0.37 -0.27
H 5.27 8.51 -6.69 0.08
H -1.04 -4.18 -1.19 0.06
C -0.19 -5.95 1.32 -0.19
N -5.05 -7.78 0.79 -0.08
H -6.48 4.51 0.79 0.12
H 4.08 -0.03 -2.50 0.12
H -3.22 3.35 -0.47 0.12
H 3.55 4.86 -5.39 0.12
C 0.31 -4.70 4.47 -0.03
H -0.05 -7.49 5.00 0.10
H -3.90 -0.12 -0.53 0.08
H 2.11 3.85 -5.29 0.12
O -1.21 -2.93 1.65 -0.13
H -2.75 -6.30 0.12 0.07
C 5.05 -2.63 0.40 -0.11
H 7.50 0.42 -4.96 0.08
O 4.87 -1.74 -0.69 -0.21
O 2.71 -5.94 4.99 0.02
H -6.14 5.18 -2.19 0.13
H 2.67 7.55 -6.25 0.13
H -3.83 4.47 4.06 0.09
C 3.82 0.30 -1.49 -0.17
C -0.78 -1.59 5.57 -0.21
C -5.44 7.54 -1.63 -0.11
H -5.36 -7.05 0.12 0.06
C 6.10 1.08 -1.17 -0.16
H 4.58 7.06 -7.50 0.09
H 0.98 -4.07 0.83 0.12
H -0.09 -2.48 -0.20 0.12
O 1.81 5.73 -4.61 -0.14
S -0.66 -1.45 3.71 0.93
O -5.65 6.51 -0.67 -0.21
C -3.88 3.82 1.51 -0.19
H 5.26 5.07 -1.14 0.09
H -0.81 -5.09 4.57 0.10
C 3.12 4.02 -3.41 -0.19
C -1.88 -2.67 6.13 -0.13

=====

Entry 2:
114
Properties=species:S:1:pos:R:3:lowdin_charge:R:1 method="wB97M-V/def2-TZVPD" e_homo_ev=-9.076 total_charge=+1 homo_lumo_gap_ha=0.1826
C 1.69 -0.61 1.71 -0.08
H 3.50 -6.03 -1.77 0.12
C -6.42 -2.07 -5.07 -0.72
C -6.22 -3.39 -2.84 -0.09
H 0.46 -0.67 -0.05 0.10
H 6.01 4.09 -0.51 0.05
C -6.79 -3.50 -4.34 -0.13
H -7.94 -3.68 -4.30 0.13
N -2.84 0.35 4.15 -0.18
C 0.84 0.09 0.65 -0.25
C 3.85 0.34 -0.55 -0.08
H 1.59 -5.76 -3.15 0.12
C -2.91 -3.21 -3.68 -0.60
H -2.99 2.54 5.84 0.08
H -4.71 2.85 5.58 0.07
H 4.03 -3.77 -2.50 0.06
H 8.27 6.51 0.24 0.10
C -7.72 -1.24 1.44 0.12
H 0.95 2.61 1.30 0.12
H 2.62 1.54 -1.82 0.10
C -4.09 -1.55 5.32 -0.09
H 5.44 8.17 0.27 0.10
H 5.51 5.81 -1.63 0.05
C -3.89 1.36 4.25 -0.27
H -4.09 -2.04 6.30 0.08
H 4.45 6.76 0.31 0.11
H -5.01 -0.96 5.25 0.07
H 2.40 -1.30 1.27 0.05
C 6.17 5.10 1.41 -0.25
H 0.56 -3.58 -4.03 0.06
H 4.58 0.35 -1.36 0.08
C -6.45 -2.78 -0.64 -0.12
H 2.08 -0.10 -1.68 0.11
H 6.91 6.90 -1.52 0.07
H -8.13 -2.39 -2.14 0.17
C -0.34 -4.25 -0.02 -0.09
C -7.12 -2.15 0.69 -0.03
H 7.68 4.37 0.00 0.07
H -7.27 -0.48 -3.74 0.08
H -5.42 -1.74 -4.57 0.07
H 2.23 0.09 2.35 0.07
H 3.63 -3.08 -0.92 0.05
N 1.47 1.17 -0.12 -0.19
H -0.67 -5.26 0.22 0.08
C 2.48 0.74 -1.09 -0.24
H -4.23 -3.62 -0.03 0.15
N 6.35 6.53 1.17 -0.19
H 2.43 4.39 0.59 0.07
H -4.88 0.94 4.03 0.09
N 1.72 -5.11 -1.16 -0.19
C 5.48 7.09 0.13 -0.25
H -2.41 0.72 2.15 0.11
C 4.00 -3.97 -1.43 -0.08
H -0.66 -3.59 0.79 0.07
H 5.33 7.52 -1.98 0.07
H 5.11 4.89 1.60 0.10
H -4.12 -2.34 4.57 0.05
C 3.18 -5.22 -1.11 -0.24
C 1.82 2.32 0.71 -0.26
C -7.57 -0.99 -4.73 -0.14
Cl -2.87 -1.48 -3.04 0.62
H -3.19 -5.13 -2.51 0.16
H 8.26 6.54 2.00 0.12
H -4.75 -0.41 2.26 0.05
H 5.03 -4.12 -1.11 0.08
H 3.46 -5.55 -0.10 0.11
C -2.64 -0.14 2.78 -0.25
H 4.21 1.01 0.22 0.07
C -5.04 -3.43 -0.81 0.08
Br -6.07 -2.30 -7.03 0.65
H 6.68 4.85 2.36 0.11
H 7.56 8.91 0.21 0.06
H -1.74 -0.76 2.75 0.10
H 3.85 -0.68 -0.15 0.04
H -1.97 -1.35 5.03 0.12
H 2.26 -3.49 -3.64 0.06
H 1.04 -1.20 2.37 0.06
H 9.04 8.66 1.14 0.07
H -6.35 -4.39 -4.92 0.11
H -8.58 -1.54 -4.55 0.09
C -3.94 2.07 5.60 -0.09
C 1.18 -4.19 -0.15 -0.26
N -7.19 -2.76 -1.91 0.17
H 0.09 -5.26 -2.46 0.09
H -4.34 -4.93 -3.99 0.16
N -4.95 -3.78 -2.24 -0.05
H 1.06 -2.80 -2.54 0.06
C 1.16 -4.99 -2.50 -0.25
O -2.13 -3.49 -4.68 -0.02
C 7.75 6.93 1.11 -0.27
C -3.79 -0.90 2.13 -0.10
H -3.62 -0.98 1.05 0.06
H 3.16 3.38 -0.66 0.06
C 6.68 4.13 0.35 -0.09
C 2.24 3.55 -0.09 -0.09
C 5.84 6.80 -1.32 -0.09
H -4.20 1.38 6.41 0.07
H 1.60 -4.46 0.82 0.12
H 7.51 8.91 1.99 0.08
H -0.84 -3.91 -0.93 0.04
H 1.47 -3.15 -0.35 0.08
H 2.62 2.08 1.42 0.10
H -7.66 -0.14 -5.53 0.10
H 1.45 3.86 -0.79 0.08
H 6.72 3.11 0.76 0.07
H -8.21 -0.42 2.10 0.09
C 1.27 -3.64 -3.20 -0.08
H -0.05 0.50 1.14 0.09
H -2.64 -0.21 6.14 0.10
H -3.70 2.13 3.49 0.12
C -3.87 -4.39 -3.07 -0.05
H -3.87 -1.92 2.51 0.05
C 7.97 8.44 1.11 -0.09
C -2.84 -0.69 5.18 -0.25

=====

Entry 3:
131
Properties=species:S:1:pos:R:3:lowdin_charge:R:1 method="wB97M-V/def2-TZVPD" e_homo_ev=-7.869 de_lowest_kj_mol=830.6 total_charge=0 homo_lumo_gap_ha=0.2406
H 1.20 5.55 3.09 0.03
H -0.22 -3.89 5.70 0.05
H 5.54 -5.20 3.52 0.05
H 0.25 -2.59 6.82 0.05
H -0.10 -8.49 1.98 0.06
H 5.99 -4.88 1.82 0.06
H -2.74 1.83 8.45 0.05
H -2.04 1.14 -6.43 0.03
H -4.31 1.75 7.61 0.05
H 4.66 -6.00 2.20 0.02
H -6.38 -2.62 9.89 0.05
C 1.28 4.61 3.63 -0.28
C -2.87 4.78 -1.34 0.03
H 6.38 4.62 -6.91 0.05
O -2.72 3.53 6.02 -0.58
H -1.47 -2.82 6.41 0.05
C 5.47 4.88 -7.45 -0.26
H -4.54 -3.70 11.36 0.05
C -0.08 2.57 -3.95 -0.14
H -3.80 -2.08 11.57 0.06
H 2.65 -8.65 4.66 0.05
H 2.96 -3.23 -0.79 0.00
H -3.91 -2.35 -4.13 0.06
C -3.88 2.14 -1.76 -0.06
H -4.94 3.97 -0.39 0.10
H 2.94 6.08 -7.75 0.06
H 2.15 1.63 -1.16 0.09
O -0.39 3.52 1.86 -0.58
C -0.44 -2.88 6.03 -0.26
H 1.39 -3.32 -1.63 0.04
C -3.78 -3.01 10.99 -0.27
C -1.86 1.67 -7.37 -0.28
H -2.94 -1.45 -2.94 0.03
O -0.68 6.73 -2.86 -0.02
O -0.07 1.74 -5.00 -0.05
H -3.20 0.34 7.60 0.02
C -0.35 5.45 -2.67 -0.18
C 2.10 -3.81 -4.32 -0.28
H -2.03 -5.75 -4.27 0.05
H -1.26 2.56 -7.17 0.04
C 2.71 2.67 -3.73 -0.19
S 3.23 -3.01 -3.16 0.84
H -2.87 5.88 -0.92 0.12
C 1.96 -8.94 3.87 -0.27
H -3.53 0.17 5.03 0.04
H -2.79 -3.47 11.10 0.05
H 2.96 6.23 -3.22 0.13
C -2.91 -2.22 -3.71 -0.27
C 2.79 5.01 -7.59 -0.25
C -5.68 -1.89 9.47 -0.27
Cl 2.90 6.18 0.66 0.53
C -2.77 2.90 -9.57 -0.28
H -3.60 3.24 -10.19 0.05
H 2.85 2.69 -4.91 0.09
S -2.47 2.05 6.08 0.82
C -4.03 3.65 -1.08 0.01
S 4.05 4.38 -6.46 0.81
C -2.60 1.70 -2.74 0.07
C 2.91 1.03 -1.82 -0.15
H -2.50 -2.43 4.14 0.05
H -1.33 1.01 -8.06 0.06
H -1.62 -1.87 2.69 0.05
H 2.38 -3.52 -5.33 0.04
H -2.21 -1.92 -4.49 0.06
S -4.07 -2.67 9.24 0.82
O 1.53 7.81 -1.08 -0.07
H 1.07 -3.48 -4.12 0.03
H 5.45 5.96 -7.62 0.06
C 1.17 4.81 -2.82 -0.02
S 2.16 -7.79 2.48 0.80
C -2.38 -4.74 -4.49 -0.27
C 2.49 5.64 -2.29 -0.10
O 2.98 -1.53 -3.22 -0.58
H 3.37 4.91 -1.92 0.12
H -5.59 -1.03 10.14 0.06
H 4.01 1.38 -1.52 0.09
H -2.38 4.42 3.86 0.04
C 5.17 -5.08 2.50 -0.26
C 2.19 6.65 -1.03 -0.55
H 0.78 -7.93 0.53 0.05
H -2.18 2.16 -10.13 0.05
H 5.52 -2.63 3.94 0.05
S -3.45 2.15 -8.07 0.81
H -2.14 3.75 -9.30 0.05
H -1.71 -4.28 -5.23 0.06
O -3.10 -1.59 8.83 -0.56
H 5.45 4.36 -8.41 0.05
O -0.93 -3.60 -2.55 -0.56
H -2.55 0.62 -3.21 0.09
F -4.98 1.16 -1.43 -0.11
C 5.15 -2.43 2.93 -0.27
H 1.94 0.67 -3.70 0.09
S -0.24 -1.73 4.64 0.82
H 0.93 -8.88 4.25 0.06
H 2.86 4.48 -8.54 0.05
H 3.64 3.24 -3.29 0.12
C -1.57 4.37 -2.31 0.00
H -3.40 -4.78 -4.89 0.05
C 2.44 -3.64 -1.66 -0.26
C 0.86 -8.51 1.45 -0.27
H -1.18 5.00 5.04 0.04
H 1.12 -9.55 1.20 0.05
H 2.15 4.06 3.27 0.04
C -1.44 2.85 -3.01 0.00
C -3.26 1.43 7.58 -0.26
H 2.17 -4.89 -4.21 0.05
H -1.28 -3.49 3.36 0.05
O 3.61 -3.49 1.01 -0.56
H 2.87 -0.13 -1.60 0.07
O 1.68 -6.44 2.93 -0.56
C -1.37 4.82 3.98 -0.29
H 1.39 4.79 4.70 0.05
C -3.60 1.26 4.92 -0.26
H -1.29 5.75 3.41 0.06
S 3.97 -3.72 2.45 0.83
O 4.03 5.24 -5.23 -0.55
H -4.63 1.59 5.12 0.05
H 2.50 -4.73 -1.64 0.06
H 5.97 -2.39 2.22 0.06
S -0.19 3.60 3.34 0.80
C 1.27 3.43 -3.46 -0.01
C -1.54 -2.46 3.61 -0.26
H -6.05 -1.56 8.50 0.05
O -4.16 0.89 -8.48 -0.57
N 2.73 1.22 -3.31 -0.15
H 2.18 -9.95 3.54 0.05
H -3.32 1.54 3.91 0.05
O -0.72 -0.39 5.09 -0.58
H 1.81 4.84 -7.15 0.05
H 4.62 -1.47 2.93 0.05
S -2.37 -3.78 -2.96 0.83